(1)
{"formula": "C6H9N3O2", "method": "ωB97M-V with the def2-TZVPD basis set", "elements": ["C", "C", "C", "C", "C", "C", "N", "N", "N", "O", "O", "H", "H", "H", "H", "H", "H", "H", "H", "H"], "positions_angstrom": [[0.119329, 0.078266, -1.522772], [0.751505, 0.749100, -0.498345], [-0.532605, -1.472222, 0.562051], [0.489946, 0.559829, 0.859871], [-0.295280, -0.905223, -3.735169], [-0.934544, -0.199665, 2.657940], [-0.006970, -0.278220, -2.638163], [-0.346993, -0.443804, 1.370675], [1.687784, 1.884731, -0.695978], [-1.535225, -2.198697, 0.722115], [1.212546, 1.236393, 1.747494], [-0.706331, -0.348156, -4.604506], [-0.295363, -1.961979, -3.499106], [-1.955330, 0.098842, 2.500804], [-0.961727, -1.114357, 3.246372], [-0.323138, 0.623916, 3.182473], [2.606739, 1.511834, -0.876978], [1.542061, 2.343209, -1.565422], [-2.065389, -2.067913, 1.562689], [1.548986, 1.904118, 1.223956]], "atomic_forces_ev_per_a": [[2.5, 2.2, 3.9], [-0.4, -0.1, -2.0], [2.8, 2.5, -2.1], [-1.4, -1.3, 0.7], [-0.3, -0.3, -0.4], [0.3, 1.0, 1.1], [-0.9, 0.3, -1.9], [1.6, 0.6, -0.4], [-0.1, -1.2, -0.1], [-3.9, -2.9, 2.0], [-0.7, -1.8, 2.7], [0.3, -0.8, 0.6], [-0.2, -0.4, -1.3], [-0.6, 0.5, 0.3], [0.3, 0.0, 0.2], [-1.2, -1.5, -0.7], [0.6, -0.4, 0.4], [-0.9, 0.7, -0.7], [0.4, 0.0, -0.7], [1.7, 3.0, -1.6]], "lowdin_charge": [-0.02, -0.24, -0.23, -0.34, -0.01, -0.03, 0.01, -0.11, 0.07, 0.07, 0.08, 0.07, 0.07, 0.08, 0.09, 0.13, 0.08, 0.07, 0.12, 0.04], "e_above_lowest_kcal_mol": 87.7, "e_homo_ev": [-4.358, -7.900], "energy_ha": -548.5007, "s_squared": 2.03, "orbital_gap_ev": [5.10, 7.14], "multiplicity": 3, "lumo_energy_ev": [0.7, -0.8]}

=====

(2)
{"formula": "C6H9N3OS", "method": "ωB97M-V with the def2-TZVPD basis set", "elements": ["C", "C", "C", "C", "O", "N", "N", "H", "H", "H", "H", "H", "H", "C", "N", "C", "S", "H", "H", "H"], "positions_angstrom": [[-0.131683, -1.243530, 2.950587], [-0.326856, -0.860246, 1.527715], [-1.450855, -0.817696, 0.822927], [-0.964095, -0.684679, -0.526076], [-1.766343, -0.709037, -1.599931], [0.366589, -0.460713, -0.573383], [0.796014, -0.640627, 0.722785], [-0.826751, -2.021715, 3.375160], [-0.144914, -0.457473, 3.567872], [0.920234, -1.754621, 3.083557], [-2.423609, -0.985234, 1.096422], [-1.269474, -0.426862, -2.435473], [1.686352, -0.474722, 0.992054], [0.378449, 2.400106, -1.350589], [1.041466, 1.677149, -2.393506], [1.363652, 0.545071, -2.628477], [1.815179, -0.803318, -3.292922], [1.144524, 2.774783, -0.594225], [0.079027, 3.275531, -1.883582], [-0.286905, 1.667833, -0.860915]], "atomic_forces_ev_per_a": [[1.9, -4.5, -0.9], [2.9, -0.4, 1.6], [1.6, 0.0, -3.2], [1.5, 1.0, 0.8], [0.9, 0.8, -1.8], [-1.6, -1.0, 0.6], [-6.4, -0.7, -0.9], [0.4, 0.9, -0.9], [-0.1, 3.1, 2.4], [-1.8, 1.0, -0.3], [-2.0, -0.4, 0.7], [-0.7, -0.7, 1.7], [3.1, 0.5, 0.8], [1.9, -0.2, 0.8], [0.8, -1.4, 0.0], [-0.2, 1.3, -0.7], [0.3, -0.6, -0.3], [-0.8, -0.6, -0.8], [-1.4, 0.6, 0.4], [-0.3, 1.2, -0.1]], "lowdin_charge": [-0.03, -0.31, 0.05, -0.39, 0.06, 0.03, 0.07, 0.10, 0.02, 0.12, 0.09, 0.14, 0.11, -0.09, -0.02, -0.85, 0.66, 0.10, 0.07, 0.07], "e_above_lowest_kcal_mol": 34.8, "e_homo_ev": -8.684, "energy_ha": -871.6515, "orbital_gap_ev": 9.37, "multiplicity": 1, "smiles": "Cc1cc(O)n[nH]1.CN=C=S", "lumo_energy_ev": 0.7}